{"formula": "C34H40GeN6O4S2Ti", "method": "ωB97M-V/def2-TZVPD", "symbols": ["Ge", "Ti", "S", "S", "O", "O", "O", "O", "N", "N", "N", "N", "N", "N", "C", "C", "C", "C", "C", "C", "C", "C", "C", "C", "C", "C", "C", "C", "C", "C", "C", "C", "C", "C", "C", "C", "C", "C", "C", "C", "C", "C", "C", "C", "C", "C", "C", "C", "H", "H", "H", "H", "H", "H", "H", "H", "H", "H", "H", "H", "H", "H", "H", "H", "H", "H", "H", "H", "H", "H", "H", "H", "H", "H", "H", "H", "H", "H", "H", "H", "H", "H", "H", "H", "H", "H", "H", "H"], "coordinates": [[0.344, 3.434, -0.572], [0.126, 0.062, 0.382], [3.320, 2.138, 0.085], [4.107, 0.579, -2.300], [3.287, -0.030, 2.476], [1.227, 0.603, 1.852], [2.842, -2.687, -3.657], [-0.089, -1.307, -0.943], [0.220, -1.696, 1.759], [5.271, -1.552, 0.244], [2.033, -1.083, -1.715], [4.473, -3.062, 1.778], [5.984, -1.431, 2.431], [2.005, -0.024, -0.800], [-0.864, -4.525, -3.454], [-2.836, 0.000, -0.640], [-2.619, 1.847, 1.436], [4.283, 3.026, -1.174], [-2.257, 0.519, 1.646], [0.987, 2.313, -3.195], [-2.402, -0.423, 0.617], [-0.601, -3.462, -2.624], [-3.172, 6.467, 0.295], [3.299, -2.658, 3.974], [1.862, -2.492, 3.481], [-3.202, 1.326, -0.837], [1.318, 4.685, -2.966], [0.126, -4.960, -4.338], [-2.409, 5.978, 1.349], [1.464, 2.371, -4.498], [1.637, -1.732, 2.167], [1.354, -4.337, -4.389], [3.002, 0.788, -0.972], [-1.847, 5.198, -1.262], [1.870, 3.585, -5.034], [1.793, 4.744, -4.268], [-1.368, 5.097, 1.098], [1.628, -3.256, -3.552], [0.883, -1.698, -1.745], [5.151, 2.004, -1.881], [5.234, -2.006, 1.497], [-1.093, 4.688, -0.205], [-2.887, 6.083, -1.010], [0.907, 3.467, -2.417], [-3.121, 2.241, 0.204], [2.139, -0.282, 2.201], [4.188, -3.566, 3.129], [0.643, -2.811, -2.652], [-3.474, 6.474, -1.830], [6.272, -0.473, 2.316], [2.182, -2.215, 1.354], [4.880, 3.779, -0.662], [2.235, 3.632, -6.051], [2.124, -4.660, -5.076], [-2.536, 2.561, 2.244], [3.259, -3.108, 4.967], [3.757, -1.677, 4.097], [5.986, 1.689, -1.256], [-1.964, 0.207, 2.643], [4.577, -1.819, -0.437], [1.263, 5.599, -2.385], [1.293, -1.979, 4.263], [0.666, 1.356, -2.795], [5.928, -0.842, -0.029], [1.511, 1.469, -5.095], [2.099, 5.694, -4.688], [-3.437, 3.265, 0.055], [3.716, -4.538, 2.989], [-1.355, -3.107, -1.935], [1.406, -3.482, 3.370], [5.971, -1.780, 3.373], [-2.922, -0.715, -1.447], [-2.258, -1.479, 0.806], [-0.194, 1.904, -0.431], [-3.980, 7.159, 0.489], [-0.071, -5.796, -4.997], [4.187, -3.626, 0.995], [-2.620, 6.293, 2.363], [5.128, -3.766, 3.649], [5.542, 2.398, -2.819], [-0.059, -2.566, 1.317], [-0.769, 4.731, 1.924], [-1.636, 4.899, -2.282], [-0.364, -1.575, 2.584], [-1.825, -5.019, -3.426], [2.876, -1.910, -3.068], [-3.574, 1.639, -1.804], [3.597, 3.514, -1.867]], "lowdin_charge": [1.077, 1.007, 0.958, 0.996, 0.075, -0.173, 0.068, -0.183, 0.028, 0.227, 0.008, 0.094, 0.239, -0.138, -0.068, -0.067, -0.062, -0.460, -0.125, -0.135, -0.168, -0.023, -0.059, -0.167, -0.118, -0.037, -0.129, -0.045, -0.068, -0.072, -0.265, 0.006, -0.898, -0.119, -0.059, -0.064, -0.144, -0.256, -0.371, -0.473, -0.441, -0.397, -0.066, -0.401, -0.064, -0.570, -0.139, -0.086, 0.114, 0.140, 0.140, 0.097, 0.113, 0.128, 0.120, 0.130, 0.101, 0.075, 0.116, 0.104, 0.110, 0.135, 0.084, 0.120, 0.113, 0.114, 0.109, 0.136, 0.108, 0.130, 0.122, 0.121, 0.111, -0.066, 0.114, 0.118, 0.162, 0.112, 0.128, 0.093, 0.124, 0.100, 0.103, 0.116, 0.111, 0.034, 0.125, 0.065], "energy_ev": -154329.8463, "homo_ev": [-12.0432, -12.8035], "e_above_lowest_kj_mol": 25.8, "multiplicity": 3, "lumo_energy_ev": [-5.4, -5.8], "s2": 2.006, "total_charge": 2}